(1)
12
Properties=species:S:1:pos:R:3 method="wB97M-V/def2-TZVPD" homo_ha=-0.319 relative_energy_kj_mol=542.63 total_energy_ha=-323.3130 gap_ev=8.37
N -1.25 0.74 -0.12
C 1.91 -0.18 0.70
C 0.91 0.88 0.66
H -1.58 0.58 0.83
C -1.70 -0.29 -1.04
C 0.03 0.85 -0.46
C 2.71 -1.08 0.77
O 0.84 1.82 1.44
H -2.70 -0.08 -1.35
H -0.91 -0.13 -1.82
H -1.71 -1.24 -0.47
H 3.45 -1.85 0.85


(2)
12
Properties=species:S:1:pos:R:3 method="wB97M-V/def2-TZVPD" homo_ha=-0.351 relative_energy_kj_mol=270.12 total_energy_ha=-323.4168 gap_ev=9.90 smiles="O=C1C=CN2C[C@@H]12"
O -2.41 -0.49 -0.10
H 0.68 -0.79 1.57
N 1.21 0.03 -0.54
H -0.25 -1.57 -1.37
C 0.92 -1.05 0.53
H 1.09 2.18 0.03
H -1.30 2.13 0.56
C -0.70 1.24 0.04
C -1.30 -0.08 -0.15
C -0.01 -0.93 -0.56
H 1.50 -1.91 0.24
C 0.57 1.25 -0.26


(3)
12
Properties=species:S:1:pos:R:3 method="wB97M-V/def2-TZVPD" homo_ha=-0.383 relative_energy_kj_mol=143.82 total_energy_ha=-323.4649 gap_ev=10.89 smiles="N#C[C@@H]1C[C@@H]1C=O"
C 0.64 0.49 -0.22
H -1.03 1.87 -0.74
C 0.09 -0.87 -0.57
H 0.62 -1.47 -1.30
C -0.31 1.63 0.06
N -2.50 -1.14 -0.66
H 1.53 0.80 -0.78
C 0.76 -0.62 0.76
O -0.28 2.27 1.08
H 1.73 -1.07 0.92
C -1.35 -1.04 -0.61
H 0.13 -0.56 1.64


(4)
12
Properties=species:S:1:pos:R:3 method="wB97M-V/def2-TZVPD" homo_ha=-0.367 relative_energy_kj_mol=267.61 total_energy_ha=-323.4178 gap_ev=10.55 smiles="N#C[C@@H]1C[C@@H]1C=O"
C 1.60 0.62 0.71
C -0.91 -0.15 0.55
N -1.97 0.91 -1.99
C -1.01 0.37 -1.61
H -0.05 -1.50 -1.32
H -1.63 -0.80 1.01
H 1.51 1.56 0.14
H 0.78 -1.37 0.86
C 0.54 -0.39 0.47
C -0.23 -0.54 -0.83
H -1.19 0.91 0.57
O 2.54 0.39 1.43


(5)
12
Properties=species:S:1:pos:R:3 method="wB97M-V/def2-TZVPD" homo_ha=-0.404 relative_energy_kj_mol=237.87 total_energy_ha=-323.4291 gap_ev=11.68 smiles=C#C[C@@](C)(O)C#N
H 0.31 1.96 1.02
N -1.25 1.41 -2.09
C -0.19 0.30 0.08
H -0.64 -1.36 1.36
C -0.79 0.90 -1.15
H -1.01 -1.66 -0.36
C -1.04 -0.92 0.45
O -0.29 1.21 1.16
C 2.37 -0.43 -0.35
H -2.07 -0.62 0.61
H 3.38 -0.70 -0.55
C 1.22 -0.09 -0.18


(6)
12
Properties=species:S:1:pos:R:3 method="wB97M-V/def2-TZVPD" homo_ha=-0.348 relative_energy_kj_mol=460.63 total_energy_ha=-323.3442 gap_ev=9.29
C 1.37 -1.37 0.48
H -1.86 0.91 0.11
O -2.03 0.02 -0.22
H -1.29 -1.84 -0.03
H 0.82 1.01 -1.90
C -1.08 -0.84 0.35
C 0.67 0.77 -0.16
C 0.35 -0.48 0.04
N 2.15 -2.10 0.92
H 1.10 2.91 -0.28
C 0.92 1.88 -0.75
H -1.14 -0.87 1.45


(7)
12
Properties=species:S:1:pos:R:3 method="wB97M-V/def2-TZVPD" homo_ha=-0.402 relative_energy_kj_mol=245.02 total_energy_ha=-323.4264 gap_ev=11.61 smiles=C#C[C@@H](C#N)CO
H 0.70 -1.30 -0.19
C -1.19 -0.39 -0.22
C 0.93 0.65 0.62
C 0.27 -0.31 -0.39
C -2.38 -0.46 -0.06
C 0.63 0.03 -1.78
O 0.96 0.08 1.90
H -3.44 -0.52 0.06
H 0.40 1.61 0.60
H 0.22 -0.53 2.00
N 0.95 0.30 -2.85
H 1.97 0.83 0.32


(8)
12
Properties=species:S:1:pos:R:3 method="wB97M-V/def2-TZVPD" homo_ha="-0.332 / -0.332" relative_energy_kj_mol=671.30 total_energy_ha=-323.2640 gap_ev="8.31 / 8.31"
H -0.66 -1.75 0.59
C 0.90 0.16 -0.82
C -0.72 0.39 1.31
H -1.09 -0.50 -0.77
C 0.47 0.05 0.66
N 0.21 2.17 -2.34
C 0.54 1.28 -1.67
C -0.11 -0.87 -0.44
H -1.09 -1.42 1.42
H 1.95 -0.11 -0.88
O -1.58 1.09 1.66
H 1.17 -0.49 1.29


(9)
13
Properties=species:S:1:pos:R:3 method="wB97M-V/def2-TZVPD" homo_ha=-0.358 relative_energy_kj_mol=606.14 total_energy_ha=-398.5476 gap_ev=10.45
H 1.25 -0.41 1.52
C -2.04 0.62 -0.05
C -0.41 -0.75 0.08
H 1.28 0.74 -1.13
C 1.00 -0.35 0.37
C -0.68 0.67 -0.13
H 2.37 -1.78 -0.38
H 1.08 2.00 0.54
O -2.45 -0.83 -0.14
N -1.39 -1.53 0.03
H -2.80 1.41 -0.33
C 0.66 1.06 -0.04
O 2.13 -0.85 -0.34


(10)
13
Properties=species:S:1:pos:R:3 method="wB97M-V/def2-TZVPD" homo_ha=-0.366 relative_energy_kj_mol=623.58 total_energy_ha=-398.5410 gap_ev=9.33 smiles="C#C/C(=C/C)[N+](=O)[O-]"
O 1.60 2.14 0.30
H -1.98 1.20 -0.06
H 3.50 -2.90 -0.02
C -0.90 1.17 -0.13
H -0.61 -1.07 -0.11
H -0.75 1.64 -1.05
C 1.20 -0.14 -0.03
H -0.58 1.86 0.65
C 2.82 -2.13 0.25
O 3.18 0.83 -0.34
C 2.03 -1.31 -0.05
C -0.15 -0.18 -0.08
N 2.03 1.05 0.00


(11)
13
Properties=species:S:1:pos:R:3 method="wB97M-V/def2-TZVPD" homo_ha=-0.355 relative_energy_kj_mol=520.69 total_energy_ha=-398.5802 gap_ev=9.45 smiles="Cc1concc1=O"
N 1.19 0.38 2.27
H 2.81 -0.24 1.38
C 1.02 -0.62 -0.13
H -1.75 1.18 1.16
O 1.24 -1.61 -0.81
O 0.02 1.00 1.91
C -1.14 -0.15 -1.57
C 1.67 -0.23 1.19
H -0.64 -0.41 -2.76
H -1.94 0.78 -1.69
H -1.49 -1.10 -1.47
C -0.23 0.16 -0.27
C -0.77 0.86 0.79


(12)
13
Properties=species:S:1:pos:R:3 method="wB97M-V/def2-TZVPD" homo_ha="-0.302 / -0.302" relative_energy_kj_mol=768.29 total_energy_ha=-721.4270 gap_ev="6.71 / 6.70"
C -0.45 -0.38 1.11
S 0.53 0.22 -2.33
H -0.96 0.12 2.04
C -1.08 0.33 -0.15
C 1.53 -0.96 -1.19
H 1.49 0.13 1.86
H -2.15 0.39 -0.01
O 0.74 1.59 -1.84
C -0.79 -0.51 -1.30
N 1.60 -0.61 -0.02
H -0.76 1.46 -0.37
C 1.00 -0.31 1.08
H -0.72 -1.47 1.13


(13)
13
Properties=species:S:1:pos:R:3 method="wB97M-V/def2-TZVPD" homo_ha=-0.311 relative_energy_kj_mol=511.13 total_energy_ha=-721.5250 gap_ev=9.05
C -0.24 -1.02 -0.13
C 1.08 -0.50 -0.73
S -2.86 0.14 -0.32
H 1.20 -1.16 -1.67
H -0.58 -2.06 -0.08
C -0.18 0.96 0.46
H -1.00 -0.59 1.87
O 1.98 0.04 0.00
C 1.03 0.95 -0.48
H -0.25 1.85 1.20
N -0.16 -0.40 1.23
H 1.23 1.72 -1.12
C -1.25 0.09 -0.22


(14)
13
Properties=species:S:1:pos:R:3 method="wB97M-V/def2-TZVPD" homo_ha=-0.345 relative_energy_kj_mol=313.71 total_energy_ha=-721.6002 gap_ev=8.49 smiles="C=C[C@@](O)(C#N)C=S"
H -0.11 1.74 1.25
C -1.54 -0.48 -1.30
H 0.43 -1.51 -0.98
O -0.69 1.14 0.58
C 1.49 0.71 0.03
H -2.23 0.29 -1.00
H -1.79 -1.05 -2.16
N -0.06 -1.30 2.60
H 1.45 1.42 -0.80
C -0.30 -0.71 -0.79
C 0.17 0.10 0.41
S 2.93 0.33 0.52
C 0.26 -0.68 1.64


(15)
13
Properties=species:S:1:pos:R:3 method="wB97M-V/def2-TZVPD" homo_ha=-0.315 relative_energy_kj_mol=418.01 total_energy_ha=-721.5604 gap_ev=7.73
O -1.69 -1.17 -0.22
C -0.24 1.10 -0.19
C -0.33 -1.21 -0.24
H 0.25 2.16 -0.13
H 2.58 -0.92 -0.32
N -1.53 1.21 -0.23
S -3.86 0.00 0.09
H 2.35 1.13 -0.21
C 1.93 0.01 0.20
C 0.51 -0.14 -0.31
H 0.30 -2.18 0.13
H 1.99 -0.08 1.61
C -2.26 0.10 -0.17


(16)
13
Properties=species:S:1:pos:R:3 method="wB97M-V/def2-TZVPD" homo_ha=-0.317 relative_energy_kj_mol=438.97 total_energy_ha=-721.5524 gap_ev=8.55 smiles="C=NOC(=S)C#CC"
C 1.90 0.25 0.00
C 0.73 0.54 0.00
H 3.74 0.48 -0.80
O -1.42 -0.12 -0.04
N -2.81 0.18 -0.02
S -1.09 2.57 0.01
H 3.39 -1.14 -0.28
H 3.74 0.02 0.98
C 3.31 -0.14 0.02
C -3.44 -0.94 0.01
H -4.52 -0.87 0.04
H -2.86 -1.83 0.14
C -0.68 1.01 -0.04


(17)
12
Properties=species:S:1:pos:R:3 method="wB97M-V/def2-TZVPD" homo_ha="-0.326 / -0.328" relative_energy_kj_mol=511.60 total_energy_ha=-646.2580 gap_ev="7.84 / 8.11"
C -0.36 1.95 0.67
H -0.35 -2.38 0.86
S 1.20 0.29 -0.57
N 0.56 -2.08 -0.88
C -0.15 -0.39 0.37
H 1.55 2.65 -0.30
H -1.51 -2.11 -0.18
H 0.40 -1.65 -1.79
C -0.82 0.67 0.95
H -0.79 2.92 0.98
C 0.73 1.91 -0.14
C -0.46 -1.76 0.03


(18)
13
Properties=species:S:1:pos:R:3 method="wB97M-V/def2-TZVPD" homo_ha="-0.236 / -0.370" total_energy_ha=-935.7734 gap_ev="7.04 / 7.20" multiplicity=3
C -1.26 0.28 0.01
C 0.25 -0.15 -0.02
H 1.54 2.18 -1.10
C -0.96 -2.16 0.04
S -2.25 -1.11 -0.04
Si 1.55 1.27 -0.02
C -1.71 1.65 -0.07
N -2.10 2.74 0.07
C 0.26 -1.52 -0.14
H 1.22 -2.04 -0.05
H -1.15 -3.16 0.11
H 1.89 1.82 1.16
H 2.71 0.19 0.04


(19)
14
Properties=species:S:1:pos:R:3 method="wB97M-V/def2-TZVPD" homo_ha=-0.156 relative_energy_kj_mol=0.00 total_charge=-1 total_energy_ha=-1026.6999 gap_ev=7.35 smiles="[H]/P=C1/C(=O)C=C([O-])[C@@H]1P"
P -1.74 -1.98 0.28
O 1.66 1.96 0.25
C 0.56 1.44 0.06
P 1.63 -0.90 -0.97
H 1.53 -2.08 -0.42
H -1.08 2.78 -0.58
O -2.90 0.71 -0.31
C -1.65 0.79 -0.23
H -0.50 -2.71 0.62
H 2.72 -0.74 -0.10
C 0.50 -0.12 0.29
C -0.88 -0.46 0.02
H 0.90 -0.58 1.28
C -0.76 1.88 -0.18


(20)
13
Properties=species:S:1:pos:R:3 method="wB97M-V/def2-TZVPD" homo_ha=-0.132 relative_energy_kj_mol=132.78 total_charge=-1 total_energy_ha=-419.2393 gap_ev=7.55 smiles="O=C1C=C([O-])COC1"
C 0.58 -1.37 -1.06
H -1.10 1.64 -1.15
H -1.50 0.13 0.10
C 0.87 0.15 0.92
C -0.38 -0.54 -1.67
O -1.08 -0.68 -2.68
H 0.26 -0.27 1.84
C -0.89 0.77 -0.54
O 0.29 1.17 0.19
H 0.82 -2.34 -1.46
H 1.81 0.58 1.15
O 2.05 -1.93 0.68
C 1.24 -1.08 0.13